(1)
Formula: C42H39HgN5O2PSSe
Source: the OMol25 dataset
Level of theory: ωB97M-V/def2-TZVPD

Structure (ORCA input):
```
! RIJCOSX wB97M-V def2-TZVPD def2/J DEFGRID3
* xyz -2 2
Hg -1.163 0.505 -0.356
C -0.444 2.704 7.321
C -1.496 3.241 6.593
C -1.695 2.853 5.273
C -0.850 1.935 4.652
C 0.198 1.398 5.400
C 0.400 1.778 6.720
P -1.199 1.551 2.871
C -0.485 -0.134 2.746
C -1.374 -1.207 2.802
C -0.909 -2.515 2.756
C 0.453 -2.759 2.657
C 1.348 -1.697 2.578
C 0.878 -0.393 2.607
C 0.050 2.552 1.976
C 0.781 3.576 2.581
C 1.595 4.404 1.814
C 1.638 4.218 0.439
C 0.893 3.195 -0.147
C 0.096 2.311 0.586
H -0.285 3.002 8.351
H -2.166 3.957 7.053
H -2.522 3.267 4.705
H 0.861 0.672 4.944
H 1.221 1.349 7.283
H -2.441 -1.014 2.839
H -1.616 -3.336 2.755
H 0.820 -3.778 2.616
H 2.408 -1.885 2.462
H 1.572 0.435 2.515
H 0.721 3.737 3.653
H 2.167 5.197 2.283
H 2.255 4.867 -0.177
H 0.921 3.089 -1.232
N 2.321 0.516 -0.936
C 2.905 -0.617 -0.418
C 4.153 -0.517 0.210
C 4.828 -1.640 0.657
C 4.263 -2.895 0.474
C 3.024 -2.990 -0.148
C 2.314 -1.881 -0.611
C 0.982 -2.144 -1.259
C 1.020 -3.237 -2.138
C -0.134 -3.843 -2.602
C -1.347 -3.387 -2.131
C -1.400 -2.244 -1.334
C -0.253 -1.513 -0.933
H 2.483 1.366 -0.417
H 1.336 0.410 -1.140
H 4.581 0.472 0.345
H 5.789 -1.533 1.146
H 4.763 -3.787 0.830
H 2.557 -3.963 -0.239
H 1.986 -3.623 -2.453
H -0.079 -4.698 -3.266
H -2.269 -3.902 -2.374
H -2.888 -2.349 0.052
S -0.123 1.040 -3.743
C 1.515 0.712 -3.826
N 2.448 1.701 -3.816
C 3.858 1.445 -3.569
C 4.258 0.168 -4.287
C 3.351 -0.953 -3.813
N 1.963 -0.551 -3.981
H 2.067 2.581 -3.510
H 4.048 1.340 -2.495
H 4.428 2.297 -3.943
H 5.298 -0.078 -4.070
H 4.146 0.305 -5.366
H 3.563 -1.185 -2.766
H 3.515 -1.860 -4.397
H 1.249 -1.250 -3.821
C -3.907 3.667 -1.251
O -2.894 2.669 -1.279
C -3.034 1.616 -0.371
O -4.009 1.562 0.332
H -3.433 4.604 -1.546
H -4.342 3.757 -0.257
H -4.705 3.424 -1.958
Se -4.266 -3.805 1.119
N -2.691 -1.880 -0.839
C -3.802 -1.914 -1.691
C -3.698 -1.234 -2.906
C -4.753 -1.141 -3.795
C -5.970 -1.738 -3.462
C -6.083 -2.431 -2.277
C -5.019 -2.589 -1.348
N -5.323 -3.433 -0.308
H -2.754 -0.752 -3.137
H -4.635 -0.587 -4.719
H -6.822 -1.662 -4.130
H -7.011 -2.920 -2.005
*
```

For the energy relative to the best compared isomer or geometry (same formula, charge and spin), the calculation gives 15.9 kcal per mole. As for the HOMO energy (alpha / beta): -0.0213 / -0.0388 Ha. The value obtained for the lowest unoccupied orbital energy (alpha / beta) is 3.9 / 3.9 eV. The value obtained for the orbital gap (alpha / beta) is 4.5 / 5.0 eV.

These are the Löwdin partial charges, in e, on atoms 1 to 2:
1. Hg 1.04
2. C -0.12

=====

(2)
Formula: C42H39OSn
Source: the OMol25 dataset
Level of theory: ωB97M-V/def2-TZVPD

Structure (ORCA input):
```
! RIJCOSX wB97M-V def2-TZVPD def2/J DEFGRID3
* xyz -1 1
C -1.895 1.699 -2.284
C -1.404 1.284 -0.927
C -0.887 0.049 -0.751
C -1.478 2.249 0.202
Sn 0.359 3.450 0.169
C 0.327 4.972 1.736
C 1.527 5.402 2.299
C 1.506 6.379 3.309
C 0.288 6.912 3.750
C -0.909 6.476 3.171
C -0.892 5.503 2.155
C 2.136 2.215 0.466
C 3.343 2.564 -0.137
C 4.461 1.723 0.009
C 4.365 0.539 0.748
C 3.151 0.206 1.358
C 2.042 1.062 1.245
C 0.528 4.461 -1.762
C -0.006 5.741 -1.908
C 0.090 6.398 -3.147
C 0.730 5.781 -4.227
C 1.277 4.504 -4.064
C 1.169 3.836 -2.831
H -2.281 2.725 -2.288
H -1.084 1.636 -3.029
H -2.698 1.026 -2.624
H -0.554 -0.292 0.222
H -0.785 -0.623 -1.595
H -2.282 2.991 0.098
H -1.470 1.769 1.189
H 2.482 4.988 1.967
H 2.443 6.720 3.750
H 0.274 7.666 4.538
H -1.861 6.891 3.507
H -1.831 5.174 1.707
H 3.435 3.481 -0.722
H 5.408 1.998 -0.459
H 5.230 -0.116 0.854
H 3.067 -0.716 1.936
H 1.115 0.811 1.765
H -0.496 6.239 -1.069
H -0.332 7.397 -3.263
H 0.809 6.295 -5.187
H 1.795 4.023 -4.895
H 1.599 2.837 -2.724
C -7.059 -2.299 1.975
C -5.870 -2.612 1.112
C -5.978 -2.918 -0.259
C -4.854 -3.182 -1.023
C -3.533 -3.174 -0.453
C -2.432 -3.433 -1.307
C -1.038 -3.538 -1.042
C -0.405 -3.315 0.214
C 0.969 -3.371 0.379
C 1.776 -3.683 -0.714
O 3.146 -3.878 -0.547
C 3.543 -5.057 0.124
C 4.111 -6.063 -0.664
C 4.377 -7.306 -0.087
C 4.123 -7.515 1.274
C 3.567 -6.497 2.056
C 3.264 -5.255 1.481
C 1.202 -3.913 -1.977
C -0.168 -3.856 -2.134
C -3.471 -2.895 0.947
C -4.596 -2.607 1.689
H -6.725 -2.114 3.002
H -7.599 -1.405 1.638
H -7.781 -3.126 2.005
H -6.966 -2.941 -0.719
H -4.943 -3.410 -2.089
H -2.692 -3.607 -2.358
H -0.985 -3.080 1.088
H 1.410 -3.200 1.360
H 4.290 -5.868 -1.723
H 4.788 -8.104 -0.715
H 4.348 -8.483 1.723
H 3.354 -6.658 3.120
H 2.799 -4.466 2.076
H 1.855 -4.164 -2.812
H -0.614 -4.050 -3.113
H -2.528 -2.907 1.468
H -4.498 -2.374 2.750
*
```

For the energy relative to the best compared isomer or geometry (same formula, charge and spin), the calculation gives 0.0 kcal per mole. As for the HOMO energy: -0.0714 Ha. The value obtained for the lowest unoccupied orbital energy is 2.2 eV. The value obtained for the orbital gap is 4.1 eV.

These are the Löwdin partial charges, in e, on atoms 1 to 2:
1. C -0.08
2. C -0.48